Formula: C35H47FN6O9PPtS
Source: the Open Molecules 2025 dataset
Level of theory: ωB97M-V/def2-TZVPD

```
101
Properties=species:S:1:pos:R:3
Pt 0.62 0.64 1.53
O 2.31 4.16 1.13
C 1.85 3.21 1.71
O 0.72 2.64 1.39
C 2.55 2.72 3.00
C 1.54 2.20 4.03
C 2.19 2.01 5.40
C 3.01 0.71 5.20
C 2.75 0.43 3.73
O 1.35 0.82 3.60
C 3.47 1.46 2.85
C 3.62 0.95 1.42
O 4.71 0.99 0.87
O 2.57 0.42 0.87
H 3.11 3.57 3.37
H 0.58 2.71 4.03
H 1.43 1.89 6.17
H 2.81 2.87 5.66
H 2.61 -0.10 5.82
H 4.07 0.83 5.41
H 2.86 -0.60 3.40
H 4.48 1.66 3.22
N 0.40 0.71 -0.41
P -0.34 0.34 -1.71
N -0.15 1.69 -2.70
C -0.40 1.70 -4.13
C 0.64 2.56 -4.85
C 0.68 3.97 -4.26
C 0.90 3.90 -2.75
C -0.16 3.02 -2.10
N -1.93 -0.16 -1.67
C -2.67 -0.59 -2.85
C -3.71 0.43 -3.29
C -4.62 0.81 -2.13
C -3.78 1.28 -0.94
C -2.78 0.19 -0.56
N 0.33 -0.84 -2.71
C 1.70 -0.61 -3.19
C 2.77 -1.11 -2.23
C 2.57 -2.59 -1.95
C 1.16 -2.82 -1.42
C 0.11 -2.25 -2.38
H -1.39 2.14 -4.34
H -0.39 0.68 -4.51
H 0.41 2.59 -5.92
H 1.63 2.09 -4.74
H -0.28 4.46 -4.46
H 1.46 4.56 -4.74
H 0.87 4.90 -2.31
H 1.88 3.47 -2.53
H -1.15 3.48 -2.24
H 0.03 2.91 -1.03
H -3.17 -1.54 -2.61
H -1.96 -0.80 -3.66
H -4.30 0.02 -4.12
H -3.20 1.32 -3.66
H -5.21 -0.06 -1.82
H -5.34 1.58 -2.43
H -4.41 1.52 -0.09
H -3.22 2.18 -1.21
H -3.32 -0.71 -0.24
H -2.16 0.50 0.27
H 1.83 0.46 -3.37
H 1.81 -1.12 -4.16
H 2.70 -0.54 -1.30
H 3.76 -0.92 -2.66
H 3.31 -2.95 -1.24
H 2.71 -3.17 -2.88
H 1.05 -2.32 -0.46
H 0.96 -3.88 -1.29
H -0.88 -2.36 -1.95
H 0.14 -2.82 -3.32
S -1.28 1.02 2.93
C -3.00 0.93 2.52
C -3.73 2.11 2.51
C -5.11 2.10 2.32
C -5.77 0.89 2.11
C -5.04 -0.29 2.11
C -3.67 -0.28 2.32
H -3.21 3.05 2.67
H -5.66 3.03 2.31
H -6.84 0.87 1.95
H -5.54 -1.24 1.95
H -3.10 -1.20 2.31
F 4.54 -4.09 1.23
C 3.27 -4.52 1.22
C 2.31 -3.85 1.86
N 1.00 -4.29 1.88
C -0.03 -3.47 2.54
C -0.32 -2.18 1.77
O -1.38 -2.01 1.20
O 0.70 -1.37 1.82
C 0.61 -5.43 1.20
O -0.53 -5.85 1.18
N 1.64 -6.08 0.55
C 2.99 -5.75 0.49
O 3.79 -6.43 -0.11
H 2.50 -2.92 2.36
H 0.33 -3.21 3.54
H -0.93 -4.07 2.60
H 1.36 -6.91 0.05
```

Results
ΔE to the lowest compared entry with this formula, charge and spin (eV): 0.000
Orbital gap (eV): 7.155
Total charge: -1
Total energy (eV): -90519.57342
Lowest unoccupied orbital energy (eV): 2.023